This record from the Open Molecules 2025 dataset describes a gas-phase ion, CH4N4O2PS (charge +1). The level of theory is wB97M-V/def2-TZVPD.

The calculation puts the HOMO energy at -13.45 eV. As for the SMILES: OP(O)(=S)n1nnc[nH+]1. For the LUMO energy, the calculation gives -6.57 eV. The electronic energy is -31269.992 eV. As for the charge: +1. The HOMO-LUMO gap is 0.253 Ha.

The geometry in XYZ format:
```
13
Properties=species:S:1:pos:R:3:lowdin_charge:R:1
S -2.1843 2.0449 0.9221 0.35
P -0.6524 1.3886 -0.1282 0.38
O -0.9737 1.3655 -1.8438 -0.24
O 0.7077 2.5074 0.0986 -0.22
N -0.0758 -0.1896 0.5202 -0.27
N 0.4896 -1.7916 1.9047 0.08
N 0.4181 -1.1130 -0.3875 0.10
N -0.0675 -0.4924 1.8920 0.16
C 0.8393 -2.2637 0.4997 0.11
H 1.5111 1.9146 -0.1055 0.09
H -1.8015 0.8390 -2.0630 0.11
H 0.4673 -0.9548 -1.4178 0.18
H 1.3221 -3.2550 0.1084 0.17
```